(1)
C14H14AsCl3F6GeIN2O9P2Sr as an isolated structure at a distorted geometry. Source: the Open Molecules 2025 dataset; level of theory: ωB97M-V/def2-TZVPD.

```
! wB97M-V def2-TZVPD RIJCOSX def2/J DEFGRID3
* xyz -1 1
Sr 0.5627 0.2477 -1.8305
C -0.4678 4.1821 0.8469
C -1.1452 3.1545 1.6808
N -1.6104 3.4812 2.8764
C -2.1379 2.5273 3.6376
C -2.2051 1.1517 3.3086
C -2.8387 0.2195 4.3079
O -4.2026 0.5553 4.5382
C -1.7529 0.7795 2.0726
C -1.7789 -0.6002 1.5052
N -1.2287 -1.6511 1.9434
C -0.3614 -1.7195 3.0490
C -0.7420 -2.5457 4.1109
C 0.1046 -2.7829 5.1758
C 1.3793 -2.2315 5.1876
C 1.7880 -1.4402 4.1298
C 0.9250 -1.1760 3.0731
I 1.6589 0.0234 1.5345
C -1.2360 1.7964 1.1880
O -0.7713 1.4750 0.0806
H -0.9943 5.1316 0.9301
H -0.3983 3.8683 -0.1922
H 0.5462 4.3339 1.2279
H -2.5569 2.8489 4.5855
H -2.3429 0.3243 5.2736
H -2.7348 -0.8172 3.9922
H -4.6519 0.6115 3.6881
H -2.3517 -0.7024 0.5827
H -1.7192 -3.0097 4.0669
H -0.2210 -3.4226 5.9854
H 2.0594 -2.4270 6.0055
H 2.7834 -1.0176 4.1171
O -1.2860 -1.2212 -5.4425
P -0.7666 -1.1021 -3.9822
O -1.6194 -0.4098 -2.9831
O -0.3019 -2.4619 -3.4468
O 0.5902 -0.1717 -4.1024
P 0.0670 1.5577 -4.4373
O 1.4665 2.1473 -4.8503
O -0.8704 1.3688 -5.5677
O -0.2975 2.1266 -3.1104
H -1.3390 -0.2658 -5.7706
H 1.9753 2.1969 -3.9944
F 1.5862 -2.0564 -2.0119
As 3.5528 -0.0010 -4.9015
F 4.6312 -1.0547 -5.7141
F 2.6443 0.2788 -6.3859
F 4.3961 1.4740 -5.0406
F 2.4081 1.4933 -2.4779
F 4.2678 -0.3836 -3.3381
Cl 3.6324 -3.5643 -3.0895
Ge 1.5216 -3.1308 -3.4666
Cl 1.6365 -2.8917 -5.6003
Cl 0.7474 -5.0970 -2.9644
*
```

E, eV: -234911.355
HOMO (spin up / spin down), eV: -7.14 / -7.58
Molar mass, g/mol: 998.62
Orbital gap (spin up / spin down), eV: 5.79 / 8.09
ΔE to the lowest compared entry with this formula, charge and spin, kcal/mol: 118.49


(2)
A 2-piece molecular cluster, C3H4Cl2S overall at a distorted geometry. Source: the Open Molecules 2025 dataset; level of theory: ωB97M-V/def2-TZVPD.

```
! wB97M-V def2-TZVPD RIJCOSX def2/J DEFGRID3
* xyz 0 1
C -0.9710 1.2147 -0.2959
C -0.1986 0.4976 0.6101
C 1.1661 0.2768 0.3540
S -0.1573 -2.4379 -1.0275
Cl 2.2105 -0.5036 1.4701
Cl 1.9198 1.0003 -1.0806
H -1.9778 1.2939 -0.3703
H -0.6407 1.8975 -1.1124
H -0.5791 0.0206 1.5170
H -0.7718 -3.2599 -0.0644
*
```

E, eV: -39051.358
HOMO (spin up / spin down), eV: -7.45 / -7.43
Molar mass, g/mol: 143.04
Orbital gap (spin up / spin down), eV: 4.61 / 4.55
ΔE to the lowest compared entry with this formula, charge and spin, kcal/mol: 92.70


(3)
One molecule with the formula CH4N2P2 at a distorted geometry. Source: the Open Molecules 2025 dataset; level of theory: ωB97M-V/def2-TZVPD.

```
! wB97M-V def2-TZVPD RIJCOSX def2/J DEFGRID3
* xyz 0 1
C 0.4557 -0.5652 -1.4326
N -0.5917 -1.6577 0.9619
N 0.6832 0.5793 -0.9720
P -0.7689 -0.2807 1.4654
P -0.2682 1.3720 0.1234
H 1.1765 -0.8358 -2.1527
H -0.3064 -1.2091 -0.9565
H -1.6939 -0.1473 2.5020
H 0.8228 1.7568 1.1270
*
```

E, eV: -22655.440
HOMO, eV: -8.66
Molar mass, g/mol: 106.00
Orbital gap, eV: 8.20
ΔE to the lowest compared entry with this formula, charge and spin, kcal/mol: 70.78


(4)
One molecule with the formula C24H25N3O6S. Source: the Open Molecules 2025 dataset; level of theory: ωB97M-V/def2-TZVPD.

```
! wB97M-V def2-TZVPD RIJCOSX def2/J DEFGRID3
* xyz 0 1
C -6.0171 -2.5817 1.5136
H -5.9362 -2.2060 2.5387
O -5.7473 -1.5740 0.5702
C -4.5268 -0.9804 0.5894
C -3.4943 -1.3035 1.4526
C -2.2784 -0.6380 1.3888
C -2.1019 0.3628 0.4574
C -3.1294 0.7154 -0.4147
C -4.3383 0.0473 -0.3664
O -5.3981 0.2978 -1.1742
C -5.2633 1.2888 -2.1637
H -4.4526 1.0520 -2.8605
H -6.2104 1.2968 -2.7006
H -5.0898 2.2764 -1.7238
H -2.9645 1.5164 -1.1168
N -0.8616 1.0614 0.3833
C -0.0734 0.9485 -0.7244
N 1.0511 1.5315 -0.8980
C 1.5408 2.3263 0.0989
C 2.7802 2.9493 -0.0779
C 3.2920 3.7336 0.9299
C 2.5889 3.9130 2.1221
C 1.3689 3.3031 2.3079
C 0.8300 2.5013 1.2993
C -0.4603 1.8445 1.4823
O -1.1615 1.9254 2.4664
H 0.8051 3.4253 3.2203
H 3.0057 4.5337 2.9008
H 4.2489 4.2168 0.7988
H 3.3003 2.7875 -1.0086
S -0.6163 -0.1511 -1.9788
C 0.8280 -0.0978 -3.0906
H 0.7365 0.7989 -3.7033
H 0.7236 -0.9794 -3.7257
C 2.2225 -0.0512 -2.4671
O 3.0139 0.7720 -2.8817
N 2.5675 -1.0000 -1.5732
C 1.7775 -2.1115 -1.1032
H 0.8384 -2.1840 -1.6485
C 1.5042 -1.9774 0.3968
H 0.9319 -2.8368 0.7463
C 2.8243 -1.8661 1.1704
C 3.5578 -3.1938 1.1799
O 4.6891 -3.3818 0.8240
O 2.7931 -4.1775 1.6741
H 3.2894 -5.0111 1.6958
C 3.6908 -0.7488 0.5842
C 3.8621 -0.9210 -0.9245
H 4.3948 -0.0701 -1.3495
H 4.4255 -1.8364 -1.1296
H 4.6739 -0.7584 1.0548
H 3.2169 0.2136 0.7862
H 2.5962 -1.6459 2.2200
H 0.9159 -1.0772 0.5775
H 2.3503 -3.0315 -1.2828
H -1.4846 -0.8948 2.0717
H -3.6199 -2.0794 2.1897
H -7.0433 -2.8921 1.3240
H -5.3504 -3.4412 1.3872
*
```

E, eV: -52885.701
HOMO, eV: -8.22
Molar mass, g/mol: 483.55
Orbital gap, eV: 8.65
ΔE to the lowest compared entry with this formula, charge and spin, kcal/mol: 2.38


(5)
A 2-piece molecular cluster, C4H10N4 overall at a distorted geometry. Source: the Open Molecules 2025 dataset; level of theory: ωB97M-V/def2-TZVPD.

```
! wB97M-V def2-TZVPD RIJCOSX def2/J DEFGRID3
* xyz 2 1
C -1.5058 -1.8522 0.2069
C 1.2821 1.3561 0.5933
C -0.9899 -0.3567 -1.3977
C 0.2546 -0.8376 -0.6099
N -0.1852 -1.7994 0.2191
N -2.0220 -0.9797 -0.5271
N 0.7334 1.4624 1.7652
N 2.0887 2.1831 -0.0435
H -2.1644 -2.5670 0.8672
H -1.3344 0.6754 -1.4452
H -0.9450 -0.8242 -2.4163
H 1.3675 -0.9346 -0.8609
H 0.4370 -2.4185 0.8148
H -2.9500 -0.9081 -0.9528
H -0.2102 1.0163 1.8379
H 1.0414 1.9845 2.5641
H 2.4187 1.9272 -1.0362
H 2.6834 2.8731 0.4212
*
```

E, eV: -10250.526
HOMO (spin up / spin down), eV: -16.48 / -17.68
Molar mass, g/mol: 114.15
Orbital gap (spin up / spin down), eV: 6.90 / 8.58
ΔE to the lowest compared entry with this formula, charge and spin, kcal/mol: 64.90


(6)
A 2-piece molecular cluster, C3H8NOS overall at a distorted geometry. Source: the Open Molecules 2025 dataset; level of theory: ωB97M-V/def2-TZVPD.

```
! wB97M-V def2-TZVPD RIJCOSX def2/J DEFGRID3
* xyz 1 1
C 0.7080 -0.5465 0.2016
C -0.3749 -0.4798 -0.7153
C 1.0631 2.1791 1.1622
N -0.8767 -1.6948 -1.5770
O -0.6675 -0.7169 0.6429
S -0.5504 2.1717 1.6947
H 1.4736 -1.3132 0.1572
H -0.4307 0.5938 -1.1230
H 1.1976 2.5014 0.2126
H 1.8892 1.6572 1.6391
H -1.8368 -1.4303 -1.8472
H -0.8955 -2.3780 -0.7961
H -0.2737 -1.8448 -2.4104
H -0.4252 1.3010 2.7586
*
```

E, eV: -17600.788
HOMO (spin up / spin down), eV: -12.63 / -11.00
Molar mass, g/mol: 106.17
Orbital gap (spin up / spin down), eV: 8.91 / 6.27
ΔE to the lowest compared entry with this formula, charge and spin, kcal/mol: 130.15